[1]
This record from the Open Molecules 2025 dataset describes C2H5ClS as an isolated structure. The level of theory is the ωB97M-V functional and the def2-TZVPD basis.

Values from the calculation:
**Kohn-Sham gap**: 9.11 eV
**Net charge**: 0

Each line ends with the Mulliken charge.
Element x y z (Å)
C: 1.1792 0.3336 -0.1199  -0.44
C: 0.2069 -0.0689 -1.1640  -0.43
H: -1.8066 -0.6566 2.5601  0.26
H: 1.7467 1.2421 -0.2783  0.25
H: 1.7116 -0.4491 0.4122  0.24
H: 0.1052 0.5664 -2.0408  0.25
H: 0.0692 -1.1275 -1.3532  0.25
S: -0.5496 0.5612 0.3497  -0.07
Cl: -2.6627 -0.4012 1.6342  -0.30

[2]
This record from the Open Molecules 2025 dataset describes a 9-piece molecular cluster, C38H50F16O16 overall. The level of theory is the ωB97M-V functional and the def2-TZVPD basis.

Values from the calculation:
**SMILES**: FC(F)C(F)(F)COC(F)(F)C(F)F.FC(F)C(F)(F)COC(F)(F)C(F)F.O=C1CCCO1.O=C1CCCO1.O=C1CCCO1.O=C1CCCO1.O=C1CCCO1.O=C1CCCO1.O=C1CCCO1
**Kohn-Sham gap**: 9.59 eV
**Net charge**: 0

Each line ends with the Mulliken charge.
Element x y z (Å)
O: -3.5220 -5.4686 1.9297  -0.53
C: -4.3844 -4.7983 2.4155  0.30
O: -5.3213 -5.4305 3.1815  -0.39
C: -6.0371 -4.4949 3.9774  -0.49
C: -5.4854 -3.1053 3.6175  -0.24
C: -4.4428 -3.2903 2.4811  1.07
H: -5.9747 -4.7010 5.0438  0.25
H: -7.0795 -4.5548 3.6522  0.28
H: -5.1142 -2.6289 4.5279  0.28
H: -6.2562 -2.3900 3.3223  0.12
H: -3.4764 -2.9019 2.7883  0.03
H: -4.7610 -2.8006 1.5647  -0.65
O: -1.5669 -2.9125 0.5946  -0.65
C: -1.0993 -1.8140 0.4142  0.31
O: -1.2305 -0.8700 1.3536  -0.47
C: -0.7882 0.4343 0.8618  -0.34
C: -0.1353 0.1495 -0.4770  0.11
C: -0.3584 -1.3205 -0.8163  0.28
H: -0.1504 0.7807 1.6719  0.18
H: -1.7236 0.9865 0.7541  0.26
H: 0.9119 0.4534 -0.5142  -0.02
H: -0.5682 0.7928 -1.2495  0.13
H: 0.6045 -1.8287 -0.8702  -0.06
H: -0.9165 -1.4844 -1.7338  0.14
O: -3.9733 0.7377 -0.8616  -0.65
C: -4.5178 -0.2015 -1.3602  0.57
O: -5.3136 -1.0007 -0.5987  -0.25
C: -6.0065 -1.9813 -1.3763  -0.54
C: -5.0951 -2.1139 -2.6125  -0.18
C: -4.3634 -0.7810 -2.7356  -0.33
H: -7.0071 -1.6431 -1.6435  0.29
H: -6.0372 -2.9649 -0.9153  0.37
H: -5.6321 -2.4696 -3.4906  0.43
H: -4.3524 -2.8735 -2.3607  -0.15
H: -4.8141 -0.0766 -3.4370  0.33
H: -3.3017 -0.8847 -2.9449  0.13
O: -1.1800 -6.2799 -0.6546  -0.57
C: -0.6813 -5.7211 -1.5862  0.48
O: 0.6564 -5.5619 -1.6300  -0.40
C: 1.0589 -4.7248 -2.7080  0.03
C: -0.1988 -4.3716 -3.5085  -0.63
C: -1.3452 -4.9888 -2.7263  0.22
H: 1.8171 -5.2361 -3.3040  0.35
H: 1.5553 -3.8617 -2.2592  -0.11
H: -0.0784 -4.7645 -4.5188  0.36
H: -0.3149 -3.2945 -3.6354  0.25
H: -1.9691 -5.6170 -3.3559  0.41
H: -1.9347 -4.2071 -2.2443  -0.38
O: -1.3735 7.5222 0.9347  -0.59
C: -1.0610 6.5093 1.4740  0.44
O: -1.6575 5.3323 1.1992  -0.37
C: -0.9892 4.2218 1.7379  0.07
C: 0.3500 4.7609 2.2179  0.14
C: 0.0601 6.2353 2.4653  -0.67
H: -0.8054 3.4197 1.0185  -0.23
H: -1.5930 3.7633 2.5283  0.33
H: 1.0881 4.7510 1.4110  0.04
H: 0.7717 4.3178 3.1172  0.22
H: 0.8943 6.9149 2.3119  0.38
H: -0.2880 6.3913 3.4899  0.30
O: -5.8919 2.5165 5.3748  -0.59
C: -5.5970 1.6936 4.5660  0.42
O: -4.3146 1.4413 4.2018  -0.42
C: -4.2343 0.4812 3.1207  0.56
C: -5.6337 0.5517 2.4885  0.00
C: -6.5192 0.9561 3.6395  -0.51
H: -4.0404 -0.4585 3.6432  0.03
H: -3.3972 0.7250 2.4734  -0.34
H: -5.8682 -0.4307 2.0769  -0.04
H: -5.7192 1.2583 1.6652  0.32
H: -6.9607 0.1302 4.2086  0.20
H: -7.3760 1.5835 3.4024  0.35
O: 4.1001 3.4483 -2.8294  -0.59
C: 2.9469 3.7567 -2.9256  0.43
O: 2.1290 3.6838 -1.8656  -0.25
C: 0.7371 3.7946 -2.2727  0.48
C: 0.7634 4.3664 -3.6968  -0.61
C: 2.2606 4.5132 -4.0282  -0.50
H: 0.3247 4.3996 -1.4676  0.16
H: 0.3326 2.7824 -2.2602  -0.29
H: 0.1700 5.2746 -3.7496  0.34
H: 0.3781 3.5899 -4.3557  0.29
H: 2.6431 5.5335 -3.9299  0.24
H: 2.5116 4.2687 -5.0567  0.34
C: 7.3133 -1.9702 -3.5882  -0.91
C: 7.7372 -2.1265 -5.0246  0.97
C: 7.0338 -3.2706 -5.7728  0.23
F: 7.7751 -3.6505 -6.8334  -0.27
F: 6.8640 -4.3296 -4.9515  -0.26
F: 7.5231 -0.9601 -5.6789  -0.28
F: 9.0799 -2.3257 -4.9718  -0.32
O: 5.9311 -1.6506 -3.5015  -0.40
C: 5.4560 -1.1847 -2.2386  0.75
C: 3.9642 -1.3846 -2.4070  0.15
F: 3.6570 -2.6775 -2.4733  -0.25
F: 3.3514 -0.9225 -1.2596  -0.17
F: 6.0165 -1.9652 -1.2982  -0.33
F: 5.8991 0.0568 -2.0787  -0.24
H: 7.8320 -1.1173 -3.1365  0.42
H: 7.5951 -2.8041 -2.9437  0.32
H: 6.0612 -2.8806 -6.0873  0.24
H: 3.6181 -0.6782 -3.1660  0.32
C: 4.4580 2.0182 3.8851  -0.88
C: 4.9810 3.3200 4.4347  0.85
C: 3.9267 4.4441 4.3787  0.18
F: 2.6674 3.9988 4.6867  -0.27
F: 4.2283 5.3955 5.3068  -0.29
F: 5.3227 3.1244 5.7384  -0.32
F: 6.0688 3.7287 3.7312  -0.28
O: 4.0979 2.2646 2.5150  -0.35
C: 3.1096 1.5039 1.9802  0.69
C: 3.4048 -0.0105 1.9264  0.16
F: 2.2830 -0.5933 1.4000  -0.14
F: 4.3716 -0.2752 1.0503  -0.21
F: 1.9708 1.6689 2.6881  -0.34
F: 2.8768 1.9548 0.7607  -0.23
H: 3.6071 1.6678 4.4668  0.42
H: 5.2821 1.3037 3.8264  0.45
H: 3.8936 4.8413 3.3575  0.30
H: 3.5052 -0.4335 2.9270  0.29

[3]
This record from the Open Molecules 2025 dataset describes one molecule with the formula C7H12. The level of theory is the ωB97M-V functional and the def2-TZVPD basis.

Values from the calculation:
**SMILES**: C=C(C)/C(C)=C/C
**Kohn-Sham gap**: 8.36 eV
**Net charge**: 0

Each line ends with the Mulliken charge.
Element x y z (Å)
C: -2.0398 0.6756 0.8405  -1.24
C: -0.7563 -0.0546 0.9658  0.50
C: -0.5645 -0.7511 2.1033  -0.84
C: 1.4628 -0.3592 -0.0921  -0.27
C: 0.1545 0.0586 -0.2337  0.74
C: -0.4801 0.8629 -1.3820  -1.57
C: 2.3035 -1.0239 -1.1644  -1.18
H: -2.0395 1.3643 0.0714  0.33
H: -2.4517 1.3370 1.7295  0.29
H: -2.8768 -0.1135 0.3882  0.22
H: 0.4967 -0.8592 2.4326  0.18
H: -1.2973 -0.8522 2.9384  0.30
H: 1.9442 -0.2189 0.8446  0.37
H: -0.6984 1.8496 -0.9572  0.41
H: -1.1254 0.3321 -2.0662  0.34
H: 0.2206 1.0397 -2.1318  0.49
H: 3.0266 -0.1248 -1.5670  0.23
H: 1.7371 -1.4619 -2.0040  0.30
H: 2.9840 -1.7005 -0.7159  0.40

[4]
This record from the Open Molecules 2025 dataset describes C24H26AuBN6Te as an isolated structure. The level of theory is the ωB97M-V functional and the def2-TZVPD basis.

Values from the calculation:
**Kohn-Sham gap (alpha / beta)**: 6.05 / 6.04 eV
**Net charge**: 0

Each line ends with the Mulliken charge.
Element x y z (Å)
Au: -1.2392 -0.0026 0.0427  0.93
C: -4.5588 -3.1090 -0.0175  -0.95
C: -3.2846 -2.6815 -0.4042  -0.47
N: -2.9801 -1.5512 0.2173  -0.28
N: -4.0224 -1.2176 0.9913  0.32
C: -4.9876 -2.1469 0.8745  -0.13
B: -4.0201 0.0420 1.8791  0.16
N: -2.7627 0.0129 2.7661  0.14
C: -2.7352 0.0075 4.1061  -0.09
C: -1.4183 -0.0206 4.5162  -1.15
C: -0.6876 -0.0283 3.3287  -0.17
N: -1.5061 -0.0100 2.2807  0.00
N: -3.9659 1.3101 1.0063  0.35
C: -4.8901 2.2789 0.8825  -0.13
C: -4.4141 3.2227 -0.0056  -0.97
C: -3.1563 2.7423 -0.3830  -0.46
N: -2.9049 1.6005 0.2419  -0.34
H: -5.0849 -3.9875 -0.3456  0.39
H: -2.5823 -3.1338 -1.0846  0.49
H: -5.9021 -2.0704 1.4376  0.44
H: -4.9987 0.0582 2.5627  -0.14
H: -3.6465 0.0274 4.6784  0.44
H: -1.0333 -0.0329 5.5196  0.40
H: 0.3796 -0.0478 3.2056  0.27
H: -5.8112 2.2420 1.4385  0.44
H: -4.8995 4.1229 -0.3373  0.39
H: -2.4299 3.1613 -1.0593  0.49
C: 7.8019 0.1496 -0.0540  -1.44
C: 6.3002 0.0883 -0.0078  0.72
C: 5.5533 1.0748 0.6205  -0.96
C: 4.1711 0.9972 0.7168  0.78
C: 3.4045 2.0885 1.4127  -1.45
C: 3.5183 -0.1195 0.1749  -0.29
Te: 1.4763 -0.5071 0.7389  0.33
C: 4.2439 -1.0949 -0.5356  0.85
C: 3.6037 -2.2790 -1.2147  -1.62
C: 5.6269 -0.9697 -0.6007  -0.60
H: 8.1774 1.0361 0.4547  0.34
H: 8.1518 0.1692 -1.0873  0.34
H: 8.2354 -0.7308 0.4228  0.33
H: 6.0583 1.9181 1.0782  0.24
H: 4.0736 2.8682 1.7764  0.37
H: 2.8460 1.6889 2.2587  0.32
H: 2.6787 2.5394 0.7346  0.30
H: 2.5251 -2.2493 -1.1143  0.25
H: 3.9564 -3.2144 -0.7770  0.39
H: 3.8419 -2.2851 -2.2800  0.36
H: 6.1901 -1.7459 -1.1083  0.41
C: -1.2011 -0.0161 -4.7997  -0.37
C: 0.0110 -0.0814 -4.1288  -0.64
C: 0.0438 -0.0818 -2.7401  -0.31
C: -1.1325 -0.0172 -2.0002  0.32
C: -2.3416 0.0392 -2.6830  -0.33
C: -2.3794 0.0416 -4.0704  -0.67
H: -1.2264 -0.0094 -5.8817  0.37
H: 0.9381 -0.1294 -4.6856  0.40
H: 1.0021 -0.1302 -2.2436  0.18
H: -3.2738 0.0828 -2.1319  0.34
H: -3.3317 0.0905 -4.5832  0.38

ΔE to the lowest compared entry with this formula, charge and spin values (in eV) by entry order: 0.867, 0.000, 3.638, 1.851.
E_tot values (in hartree) by entry order: -937.52633, -4279.71577, -273.77485, -1687.25184.
Max |F| values (in eV/Å) by entry order: 2.357, 4.232, 4.489, 1.521.